# 1
The following is a quantum chemistry calculation of a 2-piece molecular cluster, C2H6NO2 overall, from OMol25.

Atoms and positions in Å:
C  2.61  -0.47  -0.15
N  1.50  -0.05  0.56
H  3.53  -0.71  0.34
H  2.45  -0.56  -1.21
H  0.60  -0.01  0.11
H  1.51  -0.12  1.56
O  -1.01  0.93  0.10
C  -2.06  0.54  -0.32
O  -2.92  -0.21  0.38
H  -2.41  0.77  -1.33
H  -3.80  -0.13  -0.02

ΔE to the lowest compared entry with this formula, charge and spin: 0.283 eV
Multiplicity: 2
LUMO level (alpha / beta): 0.33 / 0.33 eV
Gap between HOMO and LUMO (alpha / beta): 5.823 / 10.491 eV
Energy: -284.9666 a.u.

These are the Mulliken partial charges, in e, on atoms 1 to 6:
1 C -0.615
2 N -0.255
3 H 0.295
4 H 0.229
5 H 0.197
6 H 0.186


# 2
The following is a quantum chemistry calculation of a 2-piece molecular cluster, C4H3N3 overall, from OMol25.

Atoms and positions in Å:
C  -0.49  -1.17  -1.12
C  2.78  -1.40  0.44
C  -0.46  -0.84  0.24
C  2.97  -2.63  0.80
N  -0.09  -1.35  -2.20
N  2.73  -0.25  0.26
N  -1.30  -1.37  1.03
H  0.54  -0.25  0.42
H  2.83  -3.63  0.43
H  -1.24  -1.24  2.09

ΔE to the lowest compared entry with this formula, charge and spin: 5.887 eV
LUMO level (alpha / beta): -2.54 / -2.52 eV
Gap between HOMO and LUMO (alpha / beta): 7.767 / 7.719 eV
Energy: -318.2684 a.u.

These are the Mulliken partial charges, in e, on atoms 1 to 6:
1 C 0.294
2 C 0.792
3 C 0.051
4 C -0.667
5 N -0.376
6 N -0.426


# 3
The following is a quantum chemistry calculation of a 4-piece molecular cluster, C25H42Cl3FIN4O9P overall, from OMol25.

Atoms and positions in Å:
C  -3.77  0.44  -3.40
C  -2.52  1.18  -2.91
Cl  -2.86  2.12  -1.42
C  -1.22  0.35  -2.76
Cl  -1.18  -1.10  -3.79
C  -0.74  0.05  -1.36
C  -1.35  -0.61  -0.38
P  -3.03  -1.37  -0.57
O  -3.45  -1.87  0.92
Cl  -2.67  -3.20  -1.48
C  -0.67  -0.71  0.94
O  -1.24  -0.77  1.99
C  0.83  -0.70  0.95
C  1.47  -1.38  2.12
C  1.63  -0.43  3.31
O  1.48  -0.78  4.44
I  2.21  1.65  2.99
C  1.43  -0.08  -0.05
C  2.91  -0.01  -0.17
O  3.58  -1.01  -0.04
N  3.49  1.23  -0.46
C  4.84  1.07  -0.87
O  5.20  0.74  -1.96
F  5.72  1.34  0.06
C  0.61  0.60  -1.07
O  1.05  1.55  -1.68
H  -3.99  0.74  -4.42
H  -3.74  -0.63  -3.29
H  -4.61  0.79  -2.81
H  -2.31  1.93  -3.64
H  -0.43  0.97  -3.16
H  -3.10  -2.76  1.04
H  2.40  -1.85  1.86
H  0.79  -2.13  2.47
H  3.00  1.67  -1.24
C  -2.09  0.35  7.17
C  -2.25  0.19  5.66
C  -3.56  0.76  5.11
O  -4.71  -0.02  5.36
C  -5.26  0.11  6.66
N  -2.07  -1.22  5.30
H  -2.67  -0.39  7.72
H  -1.04  0.21  7.45
H  -2.39  1.34  7.50
H  -1.44  0.76  5.19
H  -3.48  0.81  4.02
H  -3.73  1.79  5.46
H  -5.17  1.13  7.04
H  -4.79  -0.59  7.36
H  -6.32  -0.14  6.59
H  -2.06  -1.29  4.29
H  -2.91  -1.71  5.58
C  4.96  6.60  -1.00
C  4.34  5.42  -0.25
C  4.16  5.67  1.26
O  5.34  5.60  2.02
C  6.15  6.76  1.99
N  5.13  4.22  -0.51
H  6.04  6.65  -0.85
H  4.80  6.48  -2.07
H  4.52  7.54  -0.69
H  3.34  5.26  -0.67
H  3.51  4.88  1.65
H  3.64  6.62  1.44
H  5.56  7.67  1.94
H  6.86  6.72  1.16
H  6.74  6.78  2.91
H  4.65  3.43  -0.10
H  5.99  4.29  0.04
C  -1.05  -7.31  -5.05
C  -2.36  -6.57  -4.77
C  -2.80  -5.64  -5.91
O  -2.08  -4.43  -6.01
C  -0.83  -4.51  -6.65
N  -2.24  -5.86  -3.50
H  -0.18  -6.67  -4.90
H  -0.94  -8.15  -4.37
H  -1.02  -7.70  -6.07
H  -3.13  -7.33  -4.67
H  -3.84  -5.35  -5.72
H  -2.80  -6.17  -6.88
H  -0.84  -5.24  -7.46
H  -0.04  -4.77  -5.94
H  -0.60  -3.53  -7.06
H  -3.15  -5.47  -3.26
H  -1.66  -5.04  -3.66

LUMO level: -2.36 eV
Gap between HOMO and LUMO: 6.611 eV
Energy: -3993.4333 a.u.

These are the Mulliken partial charges, in e, on atoms 1 to 6:
1 C -1.281
2 C 0.081
3 Cl -0.157
4 C -0.847
5 Cl -0.001
6 C -0.652


# 4
The following is a quantum chemistry calculation of C21H37AsBCuN6 as an isolated structure, from OMol25.

Atoms and positions in Å:
Cu  0.02  -0.31  -0.04
C  -1.40  2.42  3.52
C  -0.19  1.86  2.77
C  1.11  2.50  3.25
C  -0.11  0.37  2.92
C  -0.06  -0.36  4.11
C  0.01  -1.68  3.73
N  0.01  -1.74  2.39
N  -0.05  -0.49  1.90
B  0.06  -2.99  1.49
N  1.33  -2.86  0.61
C  2.30  -3.74  0.37
C  3.18  -3.18  -0.53
C  2.68  -1.91  -0.79
N  1.54  -1.73  -0.10
C  3.25  -0.88  -1.72
C  3.54  0.43  -1.00
C  2.31  -0.70  -2.92
N  -1.16  -2.91  0.55
C  -2.10  -3.83  0.30
C  -2.96  -3.33  -0.65
C  -2.47  -2.06  -0.95
N  -1.38  -1.82  -0.21
C  -3.06  -1.06  -1.89
C  -3.66  0.11  -1.10
C  -2.04  -0.59  -2.94
H  -1.47  3.50  3.36
H  -1.29  2.24  4.59
H  -2.32  1.95  3.18
H  -0.32  2.06  1.70
H  1.26  2.30  4.31
H  1.08  3.59  3.11
H  1.97  2.11  2.70
H  -0.09  0.04  5.11
H  0.06  -2.58  4.32
H  0.06  -3.99  2.13
H  2.30  -4.71  0.85
H  4.08  -3.62  -0.92
H  4.19  -1.28  -2.09
H  2.63  0.84  -0.55
H  3.97  1.16  -1.68
H  4.26  0.27  -0.19
H  1.32  -0.36  -2.59
H  2.18  -1.64  -3.45
H  2.72  0.03  -3.62
H  -2.09  -4.78  0.81
H  -3.83  -3.81  -1.07
H  -3.87  -1.56  -2.42
H  -2.88  0.58  -0.49
H  -4.44  -0.24  -0.43
H  -4.09  0.86  -1.76
H  -1.26  0.01  -2.46
H  -2.53  0.04  -3.69
H  -1.57  -1.43  -3.44
C  0.91  3.54  -0.12
As  -0.05  2.06  -0.96
C  -1.74  2.99  -1.27
C  0.66  2.28  -2.77
H  1.12  4.28  -0.89
H  1.84  3.23  0.35
H  0.27  4.00  0.64
H  -1.49  4.02  -1.54
H  -2.37  3.00  -0.39
H  -2.27  2.52  -2.09
H  0.47  3.31  -3.06
H  0.16  1.61  -3.48
H  1.73  2.09  -2.79

Multiplicity: 2
LUMO level (alpha / beta): -1.76 / -5.29 eV
Gap between HOMO and LUMO (alpha / beta): 9.974 / 6.441 eV
Net charge: +1
Energy: -5051.9270 a.u.

These are the Mulliken partial charges, in e, on atoms 1 to 6:
1 Cu 0.230
2 C -1.653
3 C 3.005
4 C -1.601
5 C 0.131
6 C -1.322


# 5
The following is a quantum chemistry calculation of a 5-piece molecular cluster, H10O5 overall, from OMol25.

Atoms and positions in Å:
O  -1.60  -1.88  2.14
H  -0.64  -1.89  2.12
H  -1.85  -1.20  1.49
O  -1.01  0.29  0.22
H  -0.51  1.05  0.55
H  -0.36  -0.28  -0.22
O  -0.95  1.55  -2.79
H  -1.34  1.29  -1.95
H  -1.58  2.14  -3.19
O  1.87  1.43  1.97
H  1.70  0.60  2.42
H  2.10  1.18  1.07
O  1.05  -1.30  -1.13
H  1.36  -2.22  -1.19
H  1.77  -0.77  -1.51

ΔE to the lowest compared entry with this formula, charge and spin: 0.922 eV
LUMO level: 0.00 eV
Gap between HOMO and LUMO: 11.019 eV
Energy: -382.1903 a.u.

These are the Mulliken partial charges, in e, on atoms 1 to 6:
1 O -0.638
2 H 0.281
3 H 0.367
4 O -0.674
5 H 0.344
6 H 0.338


# 6
The following is a quantum chemistry calculation of a single C2H2N2O molecule, from OMol25.

Atoms and positions in Å:
O  0.29  -0.23  -1.68
C  -0.57  0.25  -0.93
N  -0.63  0.34  0.38
C  0.54  -0.23  1.04
N  1.43  -0.71  0.32
H  -1.52  0.71  -1.27
H  0.47  -0.14  2.13

ΔE to the lowest compared entry with this formula, charge and spin: 3.857 eV
LUMO level (alpha / beta): -2.77 / -2.87 eV
Gap between HOMO and LUMO (alpha / beta): 7.709 / 7.606 eV
Energy: -262.0222 a.u.

These are the Mulliken partial charges, in e, on atoms 1 to 6:
1 O -0.496
2 C 0.287
3 N -0.465
4 C 0.171
5 N -0.222
6 H 0.365


# 7
The following is a quantum chemistry calculation of an isolated ion of composition C7H6NO5P and charge -2, from OMol25.

Atoms and positions in Å:
C  2.72  0.23  0.49
C  1.83  -0.15  1.50
C  2.24  0.34  -0.79
C  0.52  -0.39  1.15
C  0.96  0.09  -1.16
C  0.12  -0.19  -0.16
C  -1.64  -0.50  -0.53
N  -1.93  -1.81  -0.47
O  -2.97  -2.23  -1.06
O  -1.46  2.28  -1.12
O  -1.11  1.69  1.37
O  -1.19  -2.62  0.16
O  -3.47  1.46  0.29
P  -1.96  1.60  0.13
H  3.85  0.35  0.86
H  2.09  -0.53  2.58
H  2.86  0.73  -1.56
H  -0.31  -0.62  1.96
H  0.74  0.19  -2.18
H  -1.87  0.09  -1.46

ΔE to the lowest compared entry with this formula, charge and spin: 4.509 eV
LUMO level: 5.87 eV
Gap between HOMO and LUMO: 6.772 eV
Net charge: -2
Energy: -1042.5680 a.u.

These are the Mulliken partial charges, in e, on atoms 1 to 6:
1 C -0.379
2 C -0.268
3 C -0.321
4 C 0.108
5 C -0.614
6 C 0.404


# 8
The following is a quantum chemistry calculation of a single C5H9NO molecule, from OMol25.

Atoms and positions in Å:
O  1.86  -1.82  -1.02
C  0.66  -1.23  -1.03
C  -0.08  -1.16  0.29
C  -0.37  0.32  0.31
C  -1.73  0.91  0.22
N  -0.96  0.96  1.47
C  0.78  0.84  -0.50
H  2.16  -1.98  -0.10
H  0.65  -0.14  -1.56
H  0.59  -1.40  1.14
H  -0.94  -1.83  0.34
H  -2.60  0.26  0.25
H  -1.85  1.82  -0.36
H  -0.56  1.89  1.60
H  0.65  1.76  -1.08
H  1.74  0.82  0.03

ΔE to the lowest compared entry with this formula, charge and spin: 5.656 eV
LUMO level: 0.87 eV
Gap between HOMO and LUMO: 8.601 eV
Energy: -325.7297 a.u.

These are the Mulliken partial charges, in e, on atoms 1 to 6:
1 O -0.377
2 C -0.196
3 C -0.720
4 C 0.834
5 C -0.578
6 N -0.675


# 9
The following is a quantum chemistry calculation of a single C14H13N3O3S molecule, from OMol25.

Atoms and positions in Å:
C  -4.07  5.35  -0.02
C  -3.09  4.30  0.35
C  -3.21  3.12  1.02
C  -1.89  2.59  1.02
N  -1.07  3.41  0.40
O  -1.81  4.47  -0.02
N  -1.53  1.41  1.61
C  -0.37  0.69  1.52
O  -0.26  -0.35  2.13
C  0.72  1.29  0.67
H  1.20  2.10  1.22
C  1.77  0.23  0.34
N  1.25  -0.95  -0.34
C  -0.02  -1.08  -0.81
O  -0.90  -0.26  -0.84
S  -0.24  -2.74  -1.47
C  1.40  -3.15  -1.06
C  2.05  -4.36  -1.27
C  3.37  -4.47  -0.88
C  4.02  -3.40  -0.29
C  3.38  -2.20  -0.08
C  2.05  -2.07  -0.46
H  3.90  -1.37  0.38
H  5.05  -3.51  0.01
H  3.89  -5.40  -1.03
H  1.52  -5.18  -1.74
H  2.56  0.67  -0.28
H  2.20  -0.12  1.29
H  0.29  1.72  -0.23
H  -2.28  0.93  2.11
H  -4.09  2.69  1.44
H  -5.05  5.10  0.38
H  -4.13  5.45  -1.10
H  -3.76  6.32  0.38

ΔE to the lowest compared entry with this formula, charge and spin: 0.124 eV
LUMO level: 0.80 eV
Gap between HOMO and LUMO: 9.096 eV
Energy: -1329.4890 a.u.

These are the Mulliken partial charges, in e, on atoms 1 to 6:
1 C -1.204
2 C 0.420
3 C -0.609
4 C 0.791
5 N -0.307
6 O -0.263


# 10
The following is a quantum chemistry calculation of a single C22H22N4O4S molecule, from OMol25.

Atoms and positions in Å:
C  1.46  1.39  2.38
C  1.51  0.08  2.27
C  2.80  -0.70  2.14
N  2.96  -1.07  0.75
C  2.36  -2.09  0.06
N  2.53  -1.93  -1.22
N  3.23  -0.80  -1.41
C  3.49  -0.29  -0.23
S  4.41  1.15  0.08
C  3.96  2.11  -1.41
C  2.54  2.60  -1.18
O  2.31  3.68  -0.69
N  1.61  1.67  -1.52
C  0.26  1.62  -1.15
C  -0.37  2.66  -0.48
C  -1.70  2.54  -0.10
C  -2.42  1.39  -0.43
C  -1.78  0.35  -1.10
C  -0.45  0.46  -1.45
H  0.03  -0.36  -1.95
H  -2.35  -0.53  -1.33
O  -3.76  1.25  -0.13
C  -4.38  2.47  0.21
C  -3.50  3.25  1.19
H  -3.33  2.63  2.09
O  -2.27  3.58  0.60
H  -3.97  4.19  1.49
H  -4.53  3.08  -0.69
H  -5.34  2.22  0.65
H  0.16  3.56  -0.23
H  1.95  0.82  -1.96
H  4.08  1.46  -2.27
H  4.65  2.95  -1.44
C  1.66  -3.24  0.71
O  0.37  -2.90  1.16
C  -0.68  -2.95  0.27
C  -0.55  -3.12  -1.10
C  -1.68  -3.19  -1.89
C  -2.94  -3.10  -1.33
C  -3.07  -2.92  0.04
C  -1.95  -2.85  0.84
H  -2.03  -2.71  1.91
H  -4.05  -2.83  0.49
H  -3.82  -3.17  -1.95
H  -1.57  -3.32  -2.95
H  0.43  -3.16  -1.56
H  1.63  -4.08  0.01
H  2.21  -3.54  1.61
H  2.77  -1.61  2.74
H  3.65  -0.08  2.43
H  0.61  -0.52  2.18
H  0.52  1.92  2.42
H  2.35  1.99  2.44

ΔE to the lowest compared entry with this formula, charge and spin: 3.183 eV
LUMO level: 0.56 eV
Gap between HOMO and LUMO: 8.316 eV
Energy: -1769.6956 a.u.

These are the Mulliken partial charges, in e, on atoms 1 to 6:
1 C -0.807
2 C 0.387
3 C -1.106
4 N 0.100
5 C 1.087
6 N -0.455


# 11
The following is a quantum chemistry calculation of C56H75CsN12P as an isolated structure, from OMol25.

Atoms and positions in Å:
Cs  -0.40  0.22  -0.28
C  4.24  -2.35  1.08
C  3.32  -1.52  0.45
N  2.69  -0.54  1.10
C  3.00  -0.38  2.38
C  3.89  -1.25  3.01
N  4.51  -2.24  2.38
C  2.40  0.78  3.11
C  3.03  1.31  4.23
C  2.50  2.42  4.86
C  1.35  2.96  4.32
C  0.77  2.38  3.20
N  1.28  1.30  2.60
C  -0.44  2.98  2.56
C  -1.31  3.83  3.25
N  -2.34  4.42  2.66
C  -2.51  4.16  1.37
C  -1.68  3.29  0.68
N  -0.65  2.70  1.28
C  3.16  3.03  6.06
C  2.85  4.31  6.49
C  3.49  4.83  7.61
N  4.39  4.16  8.32
C  4.69  2.93  7.90
C  4.11  2.33  6.80
H  4.75  -3.12  0.53
H  3.08  -1.67  -0.59
H  4.08  -1.16  4.08
H  3.97  0.88  4.56
H  0.90  3.84  4.75
H  -1.18  4.02  4.31
H  -3.33  4.65  0.86
H  -1.85  3.05  -0.36
H  2.14  4.94  5.97
H  3.25  5.83  7.95
H  5.43  2.39  8.48
H  4.41  1.32  6.54
C  0.72  -2.70  -4.91
N  0.58  -1.51  -4.09
C  1.59  -1.32  -3.06
C  -0.53  -0.72  -4.12
N  -0.91  -0.11  -3.02
C  -1.45  1.19  -3.17
C  -0.76  2.04  -4.01
C  -1.17  3.35  -4.28
C  -2.28  3.84  -3.67
C  -3.00  3.04  -2.74
C  -4.11  3.64  -2.10
C  -4.81  2.97  -1.15
C  -4.43  1.66  -0.82
C  -3.40  0.99  -1.44
N  -3.10  -0.31  -0.96
C  -4.10  -1.08  -0.63
N  -3.97  -1.91  0.45
C  -3.07  -1.54  1.53
C  -4.64  -3.20  0.56
N  -5.30  -1.17  -1.31
C  -5.38  -0.81  -2.71
C  -6.57  -1.19  -0.61
C  -2.60  1.69  -2.44
N  -1.19  -0.67  -5.32
C  -2.58  -0.29  -5.39
C  -0.45  -0.50  -6.57
H  1.07  -3.52  -4.30
H  1.43  -2.55  -5.73
H  -0.25  -2.97  -5.33
H  2.56  -1.62  -3.47
H  1.39  -1.91  -2.17
H  1.66  -0.26  -2.78
H  0.14  1.67  -4.48
H  -0.60  3.97  -4.97
H  -2.63  4.84  -3.85
H  -4.37  4.66  -2.38
H  -5.65  3.43  -0.65
H  -4.96  1.16  -0.02
H  -3.24  -0.51  1.84
H  -2.02  -1.66  1.26
H  -3.27  -2.20  2.37
H  -5.46  -3.18  1.28
H  -3.92  -3.95  0.88
H  -5.03  -3.49  -0.41
H  -4.40  -0.95  -3.17
H  -5.69  0.23  -2.85
H  -6.10  -1.46  -3.20
H  -6.40  -1.19  0.47
H  -7.17  -2.05  -0.88
H  -7.13  -0.28  -0.86
H  -3.07  -0.55  -4.46
H  -3.05  -0.84  -6.20
H  -2.71  0.78  -5.57
H  0.62  -0.51  -6.38
H  -0.71  0.47  -7.01
H  -0.69  -1.29  -7.29
C  3.31  -7.05  -1.32
C  3.17  -5.74  -2.08
C  1.76  -5.16  -1.89
C  1.24  -5.32  -0.44
C  2.42  -5.52  0.52
C  3.18  -6.81  0.19
P  0.22  -3.86  0.04
C  -1.42  -4.13  -0.80
C  -2.00  -5.56  -0.88
C  -2.05  -6.07  -2.32
C  -2.93  -5.19  -3.20
C  -2.74  -3.69  -2.90
C  -1.43  -3.43  -2.17
C  -0.25  -4.12  1.82
C  0.71  -3.40  2.78
C  0.05  -3.23  4.16
C  -0.83  -4.44  4.54
C  -0.36  -5.70  3.82
C  -0.55  -5.56  2.30
H  4.26  -7.53  -1.55
H  2.53  -7.73  -1.67
H  3.37  -5.87  -3.14
H  3.92  -5.02  -1.72
H  1.08  -5.67  -2.57
H  1.76  -4.11  -2.18
H  0.63  -6.22  -0.39
H  2.10  -5.55  1.55
H  3.09  -4.66  0.44
H  2.66  -7.66  0.65
H  4.17  -6.78  0.66
H  -2.08  -3.52  -0.17
H  -3.03  -5.56  -0.48
H  -1.45  -6.25  -0.25
H  -2.42  -7.10  -2.34
H  -1.04  -6.11  -2.72
H  -3.98  -5.46  -3.06
H  -2.71  -5.40  -4.25
H  -3.56  -3.32  -2.28
H  -2.78  -3.10  -3.83
H  -1.31  -2.35  -2.01
H  -0.58  -3.76  -2.78
H  -1.19  -3.56  1.87
H  0.99  -2.43  2.38
H  1.64  -3.97  2.88
H  -0.56  -2.32  4.16
H  0.82  -3.08  4.92
H  -1.87  -4.25  4.26
H  -0.83  -4.58  5.62
H  -0.89  -6.58  4.18
H  0.70  -5.87  4.04
H  -1.59  -5.80  2.05
H  0.06  -6.29  1.78

ΔE to the lowest compared entry with this formula, charge and spin: 0.276 eV
LUMO level: -2.49 eV
Gap between HOMO and LUMO: 6.984 eV
Net charge: +1
Energy: -3197.3512 a.u.

These are the Mulliken partial charges, in e, on atoms 1 to 6:
1 Cs 1.678
2 C -0.566
3 C 0.339
4 N 0.025
5 C 0.431
6 C -0.572